Record 1
Entry from the OMol25 dataset: a 2-piece molecular cluster, C4H12 overall (ωB97M-V/def2-TZVPD).

Structure (ORCA input):
```
! wB97M-V def2-TZVPD RIJCOSX def2/J DEFGRID3
* xyz 0 1
C -1.70 0.82 0.46
C -1.29 1.35 1.88
H -0.91 0.11 0.09
H -2.56 0.16 0.61
H -1.87 1.58 -0.26
H -1.14 0.55 2.60
H -0.34 1.86 1.86
H -2.11 1.96 2.24
C 1.84 -0.99 -1.85
C 1.05 -1.09 -0.57
H 2.87 -1.25 -1.66
H 1.52 -1.46 -2.75
H 1.99 0.09 -2.06
H -0.08 -1.08 -0.63
H 1.47 -0.45 0.24
H 1.26 -2.15 -0.20
*
```

Relative energy (zero: lowest compared OMol25 entry of this formula, charge and spin) ... 15.7 kcal/mol
LUMO ... 1.131 eV
Gap between HOMO and LUMO ... 12.09 eV
HOMO level ... -11.0 eV

Record 2
Entry from the OMol25 dataset: C27H37MnNOSi2 as an isolated structure (ωB97M-V/def2-TZVPD).

Structure (ORCA input):
```
! wB97M-V def2-TZVPD RIJCOSX def2/J DEFGRID3
* xyz 0 2
Mn -0.66 0.05 0.28
C -1.26 2.95 -3.02
Si -1.87 2.97 -1.25
C -0.72 4.05 -0.25
C -3.59 3.71 -1.18
C -1.93 1.22 -0.61
H -1.25 3.95 -3.46
H -1.90 2.32 -3.64
H -0.25 2.55 -3.07
H -0.78 5.10 -0.57
H 0.31 3.73 -0.37
H -0.97 4.01 0.81
H -3.60 4.73 -1.56
H -3.96 3.73 -0.15
H -4.30 3.12 -1.77
H -1.81 0.52 -1.47
H -2.90 0.95 -0.16
C 1.66 -1.69 2.67
C 0.70 -1.03 3.61
C 0.96 -1.05 4.97
C 0.08 -0.50 5.89
C -1.10 0.08 5.45
C -1.40 0.12 4.10
C -2.68 0.75 3.61
C -0.49 -0.43 3.17
N -0.88 -0.34 1.83
H 2.60 -1.92 3.18
H 1.89 -1.08 1.79
H 1.25 -2.63 2.30
H 1.87 -1.52 5.32
H 0.31 -0.53 6.95
H -1.80 0.51 6.16
H -3.27 1.11 4.46
H -3.27 0.04 3.04
H -2.48 1.59 2.94
C 4.70 -2.62 -1.48
C 4.06 -3.44 -0.55
C 2.72 -3.25 -0.27
C 1.97 -2.24 -0.89
C 2.63 -1.44 -1.83
C 3.97 -1.63 -2.12
Si 0.14 -2.05 -0.45
C -0.94 -2.29 -1.98
C -2.08 -3.10 -1.88
C -2.96 -3.23 -2.95
C -2.72 -2.55 -4.14
C -1.59 -1.75 -4.25
C -0.72 -1.62 -3.18
H 5.74 -2.77 -1.71
H 4.61 -4.22 -0.05
H 2.24 -3.90 0.45
H 2.09 -0.65 -2.33
H 4.46 -1.00 -2.86
H -0.17 -3.19 0.44
H -2.29 -3.63 -0.96
H -3.84 -3.86 -2.85
H -3.40 -2.65 -4.97
H -1.40 -1.22 -5.18
H 0.14 -0.98 -3.30
C 2.53 2.06 -1.32
O 1.31 1.33 -1.14
C 0.85 1.05 0.08
C 1.59 1.63 1.24
H 2.44 3.08 -0.96
H 2.70 2.08 -2.40
H 3.36 1.56 -0.83
H 2.58 1.17 1.35
H 1.04 1.46 2.17
H 1.74 2.70 1.11
*
```

⟨S²⟩ ... 0.938
LUMO (spin up / spin down) ... -0.211 / 0.439 eV
Gap between HOMO and LUMO (spin up / spin down) ... 7.54 / 8.30 eV
HOMO level (spin up / spin down) ... -7.7 / -7.9 eV

Record 3
Entry from the OMol25 dataset: a 2-piece molecular cluster, CHN2O2P overall (ωB97M-V/def2-TZVPD).

Structure (ORCA input):
```
! wB97M-V def2-TZVPD RIJCOSX def2/J DEFGRID3
* xyz 0 1
C 1.58 -0.38 -0.49
N 2.19 -0.01 -1.39
N -1.59 0.29 -0.20
O -1.34 0.73 -1.32
O -2.55 0.08 0.44
P 0.69 -0.83 0.96
H 1.03 0.12 1.99
*
```

Relative energy (zero: lowest compared OMol25 entry of this formula, charge and spin) ... 37.1 kcal/mol
LUMO (spin up / spin down) ... -2.292 / -1.938 eV
Gap between HOMO and LUMO (spin up / spin down) ... 8.13 / 7.78 eV
HOMO level (spin up / spin down) ... -10.4 / -9.7 eV

Record 4
Entry from the OMol25 dataset: one molecule with the formula C3H11N3Si (ωB97M-V/def2-TZVPD).

Structure (ORCA input):
```
! wB97M-V def2-TZVPD RIJCOSX def2/J DEFGRID3
* xyz 0 1
H -4.23 -0.42 1.26
N -3.52 -0.37 0.44
N -2.36 -0.47 0.86
N -1.34 -0.39 -0.35
Si 0.36 0.00 -0.11
C 1.30 -1.58 -0.65
C 0.77 1.45 -1.24
C 0.85 0.60 1.66
H -1.73 -0.11 -1.19
H 1.60 -1.97 0.30
H 0.65 -2.33 -0.93
H 2.09 -1.52 -1.33
H 1.33 2.15 -0.62
H 1.37 1.01 -2.03
H -0.09 1.94 -1.65
H 0.68 -0.26 2.30
H 1.91 0.76 1.53
H 0.36 1.51 1.74
*
```

Relative energy (zero: lowest compared OMol25 entry of this formula, charge and spin) ... 73.4 kcal/mol
LUMO ... 0.999 eV
Gap between HOMO and LUMO ... 10.23 eV
HOMO level ... -9.2 eV

Record 5
Entry from the OMol25 dataset: C28H28EuN6O2S2 as an isolated structure (ωB97M-V/def2-TZVPD).

Structure (ORCA input):
```
! wB97M-V def2-TZVPD RIJCOSX def2/J DEFGRID3
* xyz 1 7
Eu -0.53 1.32 -0.62
C 6.20 2.16 1.55
C 4.92 1.54 1.12
C 4.47 0.36 1.64
C 3.21 -0.22 1.29
C 2.99 -1.46 1.91
N 2.00 -2.32 2.05
C 0.57 -2.18 1.86
C -0.05 -1.54 3.11
C -1.56 -1.81 3.25
N -2.19 -1.56 1.98
C -2.88 -2.41 1.30
C -3.27 -2.24 -0.05
C -4.24 -3.08 -0.62
C -4.65 -2.94 -1.93
C -5.65 -3.88 -2.53
C -4.11 -1.90 -2.69
C -3.12 -1.05 -2.20
C -2.64 0.02 -3.04
N -1.85 0.97 -2.69
C -1.51 1.97 -3.70
C -0.05 1.85 -4.19
C 0.98 2.58 -3.34
N 1.29 1.86 -2.11
C 2.34 2.26 -1.47
C 2.94 1.63 -0.31
C 4.15 2.15 0.12
C 2.36 0.48 0.35
O 1.18 0.09 0.08
C -2.62 -1.24 -0.86
O -1.60 -0.61 -0.43
H 6.56 1.72 2.48
H 6.07 3.23 1.70
H 6.97 2.02 0.79
H 5.07 -0.15 2.37
H 3.90 -1.84 2.37
H 2.24 -3.15 2.58
H 0.17 -3.18 1.69
H 0.37 -1.56 0.99
H 0.11 -0.47 3.05
H 0.43 -1.90 4.02
H -1.95 -1.11 3.99
H -1.75 -2.83 3.57
H -1.99 -0.62 1.60
H -3.18 -3.33 1.80
H -4.69 -3.85 0.00
H -6.27 -4.33 -1.76
H -5.13 -4.69 -3.04
H -6.28 -3.38 -3.26
H -4.47 -1.75 -3.69
H -3.04 0.00 -4.06
H -1.68 2.96 -3.27
H -2.18 1.85 -4.57
H -0.01 2.27 -5.20
H 0.22 0.79 -4.25
H 0.62 3.59 -3.09
H 1.90 2.71 -3.93
H 2.94 3.08 -1.89
H 4.53 3.05 -0.34
S 0.43 3.70 0.30
C 0.61 2.97 1.88
C 1.82 3.27 2.52
N 2.86 3.47 2.97
C -0.32 2.15 2.48
S -1.83 1.61 1.75
C -0.12 1.69 3.79
N -0.02 1.22 4.84
*
```

⟨S²⟩ ... 12.025
Relative energy (zero: lowest compared OMol25 entry of this formula, charge and spin) ... 0.0 kcal/mol
LUMO (spin up / spin down) ... -3.582 / -3.571 eV
Gap between HOMO and LUMO (spin up / spin down) ... 6.16 / 6.18 eV
HOMO level (spin up / spin down) ... -9.7 / -9.7 eV

Record 6
Entry from the OMol25 dataset: a 3-piece molecular cluster, C18H31BrO6S overall (ωB97M-V/def2-TZVPD).

Structure (ORCA input):
```
! wB97M-V def2-TZVPD RIJCOSX def2/J DEFGRID3
* xyz 0 1
C 1.50 2.97 -0.63
C 0.05 2.44 -0.48
C -0.58 2.84 0.85
C 0.13 2.27 2.08
C -0.01 0.76 2.14
C 0.83 0.13 3.27
C 1.29 -1.30 3.00
C 0.24 -2.19 2.35
C 0.80 -3.48 1.82
O 0.62 -4.58 2.30
O 1.57 -3.33 0.64
C 2.94 -3.42 0.87
S 3.43 -5.13 0.49
Br 3.82 -2.18 -0.37
H 2.20 2.15 -0.80
H 1.56 3.65 -1.47
H 1.77 3.49 0.28
H -0.58 2.81 -1.28
H 0.06 1.36 -0.61
H -1.61 2.47 0.85
H -0.60 3.93 0.88
H 1.20 2.50 2.04
H -0.30 2.72 2.97
H 0.31 0.30 1.21
H -1.05 0.47 2.28
H 1.71 0.76 3.39
H 0.30 0.20 4.22
H 2.22 -1.28 2.43
H 1.54 -1.76 3.96
H -0.29 -1.70 1.53
H -0.51 -2.47 3.09
H 3.21 -3.14 1.87
H 4.69 -5.10 0.94
O -3.00 1.61 -1.38
C -3.66 0.89 -0.71
C -5.00 0.25 -1.07
C -5.53 -0.21 0.28
C -4.24 -0.48 1.05
O -3.29 0.47 0.53
H -4.81 -0.58 -1.75
H -5.64 0.98 -1.56
H -6.18 -1.08 0.23
H -6.08 0.60 0.76
H -3.85 -1.48 0.87
H -4.33 -0.32 2.12
O 0.78 2.53 -3.56
C 1.22 1.42 -3.61
C 2.61 1.00 -4.06
C 2.45 -0.50 -4.27
C 1.35 -0.84 -3.27
O 0.52 0.33 -3.21
H 3.32 1.23 -3.26
H 2.90 1.53 -4.96
H 3.36 -1.08 -4.11
H 2.10 -0.70 -5.29
H 1.75 -1.05 -2.28
H 0.74 -1.69 -3.59
*
```

LUMO ... 0.454 eV
Gap between HOMO and LUMO ... 9.94 eV
HOMO level ... -9.5 eV

Record 7
Entry from the OMol25 dataset: C34H30F6N5Pd as an isolated structure (ωB97M-V/def2-TZVPD).

Structure (ORCA input):
```
! wB97M-V def2-TZVPD RIJCOSX def2/J DEFGRID3
* xyz 1 1
Pd -0.18 -1.42 0.07
C -0.48 5.04 -0.17
C -1.59 4.75 -1.14
C -2.53 5.71 -1.48
C -3.56 5.44 -2.37
C -3.65 4.19 -2.97
C -2.71 3.22 -2.66
C -1.70 3.50 -1.75
N -0.73 2.49 -1.45
C -0.99 1.25 -0.98
N -2.24 1.04 -0.52
C -2.87 -0.20 -0.29
C -2.14 -1.35 -0.06
C -2.85 -2.56 0.04
C -4.23 -2.59 -0.03
C -4.94 -1.40 -0.18
C -4.28 -0.20 -0.32
C -5.04 1.08 -0.54
N -0.05 0.33 -0.94
C 1.22 0.72 -1.45
C 1.52 0.51 -2.80
C 2.76 0.86 -3.31
C 3.70 1.44 -2.47
C 3.40 1.67 -1.14
C 2.16 1.33 -0.61
C 1.80 1.64 0.82
H -0.62 6.02 0.28
H 0.50 5.04 -0.66
H -0.45 4.30 0.63
H -2.46 6.70 -1.03
H -4.28 6.21 -2.61
H -4.44 3.98 -3.67
H -2.74 2.25 -3.14
H 0.24 2.69 -1.64
H -2.86 1.83 -0.61
H -2.31 -3.48 0.17
H -4.76 -3.53 0.05
H -6.02 -1.41 -0.22
H -6.12 0.90 -0.48
H -4.84 1.52 -1.52
H -4.81 1.83 0.22
H 0.77 0.05 -3.43
H 2.98 0.70 -4.35
H 4.68 1.72 -2.86
H 4.14 2.13 -0.50
H 2.65 2.05 1.35
H 1.45 0.75 1.34
H 0.99 2.36 0.88
F 6.75 -1.96 -1.25
C 6.27 -1.74 -0.02
F 6.81 -2.64 0.81
F 6.69 -0.52 0.37
C 4.76 -1.81 0.01
C 4.11 -1.67 1.23
C 2.73 -1.68 1.23
N 2.00 -1.80 0.11
C 2.64 -1.96 -1.05
C 4.03 -1.98 -1.15
H 4.65 -1.56 2.15
H 2.18 -1.58 2.15
H 2.03 -2.08 -1.93
H 4.50 -2.10 -2.11
F -0.57 -6.13 5.23
C 0.12 -4.98 5.27
F -0.32 -4.29 6.32
F 1.41 -5.28 5.47
C -0.06 -4.22 3.98
C -0.89 -3.11 3.91
C -1.02 -2.45 2.70
N -0.37 -2.85 1.60
C 0.41 -3.94 1.67
C 0.59 -4.65 2.83
H -1.42 -2.75 4.78
H -1.67 -1.60 2.59
H 0.89 -4.24 0.75
H 1.22 -5.53 2.84
*
```

Relative energy (zero: lowest compared OMol25 entry of this formula, charge and spin) ... 0.0 kcal/mol
LUMO ... -2.835 eV
Gap between HOMO and LUMO ... 7.93 eV
HOMO level ... -10.8 eV

Record 8
Entry from the OMol25 dataset: C35H55N4OP2PtS as an isolated structure (ωB97M-V/def2-TZVPD).

Structure (ORCA input):
```
! wB97M-V def2-TZVPD RIJCOSX def2/J DEFGRID3
* xyz 3 5
C -1.31 1.30 2.55
C -2.68 1.34 0.65
C -2.32 1.88 3.32
C -3.70 1.97 1.35
C -3.53 2.22 2.71
H -2.12 2.07 4.37
H -4.61 2.24 0.81
H -4.32 2.72 3.27
N -1.57 0.94 1.29
P 1.34 1.07 1.69
P -2.00 -0.58 -1.31
C 0.10 1.09 3.07
H 0.34 1.86 3.81
H 0.14 0.12 3.60
C -2.66 1.11 -0.84
H -3.62 1.34 -1.30
C -2.01 -0.51 -3.22
C -3.32 -1.81 -0.73
C 1.70 2.90 1.40
C 2.85 0.21 2.48
C -0.60 -0.19 -3.73
H 0.13 -0.95 -3.42
H -0.62 -0.16 -4.83
H -0.24 0.78 -3.36
C -2.43 -1.86 -3.82
H -1.78 -2.68 -3.49
H -3.47 -2.11 -3.62
H -2.33 -1.78 -4.92
C -2.94 0.59 -3.77
H -2.95 0.49 -4.87
H -3.98 0.51 -3.43
H -2.57 1.59 -3.54
C -2.77 -3.23 -1.02
H -1.68 -3.26 -1.07
H -3.07 -3.90 -0.20
H -3.18 -3.65 -1.95
C -3.57 -1.67 0.78
H -2.65 -1.80 1.36
H -4.02 -0.70 1.03
H -4.27 -2.46 1.09
C -4.66 -1.54 -1.47
H -4.66 -0.66 -2.13
H -4.97 -2.41 -2.06
H -5.46 -1.36 -0.73
C 4.04 0.32 1.51
H 4.78 -0.46 1.75
H 3.73 0.17 0.46
H 4.56 1.29 1.59
C 2.52 -1.28 2.67
H 1.66 -1.44 3.32
H 2.36 -1.79 1.71
H 3.39 -1.76 3.16
C 3.22 0.81 3.85
H 3.73 0.03 4.43
H 3.93 1.64 3.76
H 2.36 1.14 4.44
C 0.43 3.68 0.98
H 0.57 4.74 1.22
H 0.25 3.59 -0.10
H -0.47 3.34 1.50
C 2.72 3.05 0.26
H 2.36 2.54 -0.65
H 2.82 4.12 0.04
H 3.71 2.67 0.52
C 2.23 3.60 2.67
H 1.54 3.51 3.51
H 3.22 3.25 2.97
H 2.33 4.67 2.43
Pt 0.07 -0.02 -0.08
C -0.13 -1.61 0.89
O -0.30 -2.55 1.55
N -0.25 1.72 -1.24
C -1.45 2.11 -1.41
C -1.81 3.43 -2.01
C -0.85 4.07 -2.81
C -3.06 4.03 -1.79
C -1.18 5.26 -3.46
H 0.14 3.61 -2.90
C -3.38 5.23 -2.43
H -3.77 3.55 -1.11
C -2.44 5.83 -3.28
H -0.45 5.73 -4.12
H -4.36 5.68 -2.26
H -2.70 6.76 -3.80
S 2.11 -0.76 -1.40
C 2.69 -2.29 -0.85
N 4.01 -2.45 -0.64
C 4.58 -3.58 0.09
C 3.79 -4.83 -0.24
C 2.29 -4.63 -0.08
N 1.88 -3.35 -0.67
H 4.56 -1.61 -0.77
H 4.58 -3.36 1.17
H 5.62 -3.69 -0.23
H 4.12 -5.65 0.39
H 3.99 -5.11 -1.28
H 1.99 -4.65 0.98
H 1.75 -5.43 -0.59
H 0.92 -3.24 -0.96
*
```

⟨S²⟩ ... 6.038
Relative energy (zero: lowest compared OMol25 entry of this formula, charge and spin) ... 12.8 kcal/mol
LUMO (spin up / spin down) ... -8.787 / -11.438 eV
Gap between HOMO and LUMO (spin up / spin down) ... 4.86 / 5.01 eV
HOMO level (spin up / spin down) ... -13.7 / -16.5 eV

| no. | strongest force on any atom (hartree/bohr) |
| --- | --- |
| 1 | 0.0621 |
| 2 | 0.0163 |
| 3 | 0.0524 |
| 4 | 0.0998 |
| 5 | 0.0322 |
| 6 | 0.0354 |
| 7 | 0.0097 |
| 8 | 0.1050 |